Entry 1:
# C8H14F9N2STb

A structure of composition C8H14F9N2STb in a non-equilibrium geometry (ωB97M-V/def2-TZVPD, OMol25).

Structure (ORCA input):
```
! wB97M-V def2-TZVPD RIJCOSX def2/J DEFGRID3
* xyz 2 7
N 5.13633 -1.47920 0.57441
C 4.22398 -1.47947 -0.55259
C 2.88690 -0.71005 -0.37469
N 2.77916 0.43275 -1.21135
C 1.44656 0.93856 -1.40764
C 0.86329 1.53828 -0.12024
C -0.54880 2.14209 -0.32294
C -1.39220 1.93359 0.95123
C -2.74968 1.24783 0.74715
F -3.51794 1.37134 1.82317
F -3.42119 1.66812 -0.32589
C -2.49856 -0.30276 0.56393
F -1.41431 -0.49997 -0.27227
F -2.05659 -0.78908 1.76739
S -3.87872 -1.45634 -0.07543
F -3.90380 -2.24728 1.29043
F -4.95297 -0.45561 0.43542
F -3.72951 -0.71289 -1.45100
F -2.66001 -2.50408 -0.55086
F -4.90809 -2.42427 -0.67798
H 4.73940 -1.92266 1.39326
H 5.41284 -0.53972 0.83500
H 3.98578 -2.52350 -0.76273
H 4.73389 -1.05207 -1.41083
H 2.81484 -0.38592 0.67854
H 2.01300 -1.41449 -0.59852
H 1.46798 1.69635 -2.18948
H 0.80157 0.10353 -1.74219
H 1.56173 2.24702 0.32437
H 0.76455 0.71045 0.60520
H -0.48744 3.19557 -0.57760
H -0.99344 1.64084 -1.17872
H -1.61213 2.87428 1.45890
H -0.83887 1.34224 1.67578
Tb -0.06754 -2.18344 0.67879
*
```

Values from the calculation:
E_HOMO (alpha / beta) ... -0.5548 / -0.5552 hartree
Calculated total energy ... -69208.160 eV
Kohn-Sham gap (alpha / beta) ... 5.7 / 7.1 eV
Lowest unoccupied orbital energy (alpha / beta) ... -0.347 / -0.295 Eh



Entry 2:
# C8H14LiO8S

A structure of composition C8H14LiO8S in a non-equilibrium geometry (ωB97M-V/def2-TZVPD, OMol25).

Structure (ORCA input):
```
! wB97M-V def2-TZVPD RIJCOSX def2/J DEFGRID3
* xyz -1 1
Li -78.49546 27.54925 18.90596
S -75.65092 27.03982 20.48286
O -76.85236 27.39313 19.79414
O -75.83842 25.78996 21.14607
O -74.59111 27.15680 19.62695
O -75.43589 28.06645 21.43331
C -79.51806 28.11170 21.89461
O -79.97702 28.14974 20.51589
H -79.00267 29.17450 22.08928
H -78.73060 27.40231 21.99960
H -80.28242 28.03309 22.76415
H -80.71556 27.65964 20.34494
C -80.41784 26.80457 16.93682
O -79.06639 26.34945 17.37944
H -80.24248 27.40677 15.98998
H -80.76538 27.32205 17.72815
H -80.82718 25.95949 16.53295
H -78.58574 26.20067 16.54971
C -78.84466 30.92788 19.63177
C -79.82499 30.96826 18.61997
C -79.48041 30.21286 17.49306
C -78.16180 29.73341 17.33386
C -77.19840 29.75885 18.35282
C -77.52219 30.42458 19.56204
O -76.66121 30.66311 20.53441
O -80.36322 30.23515 16.53086
H -78.97531 31.50328 20.64367
H -80.90037 31.18607 18.82500
H -77.79851 29.20729 16.33451
H -76.22670 29.44246 17.93858
H -76.41149 29.77757 20.76281
H -81.18730 30.85297 16.72555
*
```

Values from the calculation:
E_HOMO ... -0.1093 hartree
Relative energy (zero: lowest compared OMol25 entry of this formula, charge and spin) ... 10.5 kcal per mole
Calculated total energy ... -35942.466 eV
Kohn-Sham gap ... 4.8 eV
Lowest unoccupied orbital energy ... 0.067 Eh



Entry 3:
# C8H14N

A cluster of 2 separate species, C8H14N in total in a non-equilibrium geometry (ωB97M-V/def2-TZVPD, OMol25).

Structure (ORCA input):
```
! wB97M-V def2-TZVPD RIJCOSX def2/J DEFGRID3
* xyz 1 1
C -2.07894 1.32003 -0.87725
C -2.38342 1.35308 0.41438
C 2.21414 0.88237 0.19852
C 0.98995 1.62994 -0.08458
C 1.13470 0.20327 -0.62395
C 0.38078 -0.83662 0.05512
C 0.26032 -1.07224 1.49601
C 0.04350 -1.94508 -0.87318
N -2.04923 -0.05508 -0.21690
H -1.94553 1.90229 -1.81637
H -2.71474 1.70402 1.45972
H 3.07981 1.29472 -0.29676
H 2.56684 0.56536 1.14197
H 0.34078 1.65242 0.86584
H 1.01682 2.44640 -0.81930
H 1.35492 -0.09318 -1.70203
H 1.31295 -1.08473 1.84933
H -0.36448 -1.99830 1.72895
H -0.22827 -0.20855 1.93877
H -1.01326 -2.24252 -0.95473
H 0.51595 -2.82185 -0.41636
H 0.42066 -1.96228 -1.91696
H -2.85424 -0.63349 -0.55025
*
```

Values from the calculation:
E_HOMO ... -0.4623 hartree
Relative energy (zero: lowest compared OMol25 entry of this formula, charge and spin) ... 109.8 kcal per mole
Calculated total energy ... -10000.318 eV
Kohn-Sham gap ... 7.9 eV
Lowest unoccupied orbital energy ... -0.171 Eh



Entry 4:
# C8H14N2

A cluster of 2 separate species, C8H14N2 in total in a non-equilibrium geometry (ωB97M-V/def2-TZVPD, OMol25).

Structure (ORCA input):
```
! wB97M-V def2-TZVPD RIJCOSX def2/J DEFGRID3
* xyz 0 1
C 1.27643 -1.15411 -0.18515
C 0.99050 2.13095 0.61155
C 1.02403 1.11081 -0.22477
C 1.98299 1.26155 -1.41909
C -0.18493 -0.40878 2.14179
C -2.15600 0.25978 -0.34291
C -1.18869 -1.91500 -0.78187
C 0.22430 -0.12961 -0.10250
N 2.22183 -1.84186 -0.12924
N -1.00422 -0.49307 -0.59380
H 0.22850 2.16608 1.36823
H 1.71472 2.78205 0.85461
H 2.61960 0.37961 -1.40915
H 1.41931 1.16658 -2.30417
H 2.59677 2.08294 -1.53304
H 0.25258 -1.38255 2.24372
H 0.49732 0.20619 2.63687
H -1.16554 -0.34146 2.29024
H -2.38330 0.22204 0.68552
H -2.20302 1.32318 -0.72125
H -3.01957 -0.33174 -0.75126
H -0.27541 -2.48980 -0.70074
H -1.69559 -2.44032 0.08151
H -1.77261 -2.16345 -1.71509
*
```

Values from the calculation:
E_HOMO (alpha / beta) ... -0.2839 / -0.2839 hartree
Relative energy (zero: lowest compared OMol25 entry of this formula, charge and spin) ... 130.5 kcal per mole
Calculated total energy ... -11497.820 eV
Kohn-Sham gap (alpha / beta) ... 8.2 / 8.2 eV
Lowest unoccupied orbital energy (alpha / beta) ... 0.016 / 0.016 Eh



Entry 5:
# C8H14N2

The molecule C8H14N2 in a non-equilibrium geometry (ωB97M-V/def2-TZVPD, OMol25).

Structure (ORCA input):
```
! wB97M-V def2-TZVPD RIJCOSX def2/J DEFGRID3
* xyz 0 1
C -1.30082 -2.10088 -0.36764
C -1.08593 -0.78740 -0.36501
C 0.07726 0.01430 -0.27610
C 1.36889 -0.33368 -0.19749
C 2.49960 0.61864 -0.10241
C 3.77564 -0.14990 0.20563
C -0.44015 1.42489 -0.58430
N -1.71008 1.41808 0.06805
N -2.39910 0.28070 -0.38144
C -3.41987 -0.01955 0.49868
H -2.29372 -2.29754 -0.58699
H -0.45653 -2.82436 -0.06960
H 1.67850 -1.34193 0.02571
H 2.55206 1.27011 -0.96941
H 2.25502 1.25200 0.73219
H 4.67535 0.46406 0.09429
H 3.78249 -0.96680 -0.56875
H 3.54635 -0.44194 1.34631
H 0.15510 2.19080 -0.15626
H -0.66940 1.60670 -1.70529
H -1.42460 1.25997 1.12607
H -3.07397 -0.14510 1.59243
H -4.24850 0.67600 0.40677
H -3.84357 -1.06714 0.23456
*
```

Values from the calculation:
SMILES ... C=C1/C(=C/CC)CNN1C
E_HOMO ... -0.2958 hartree
Relative energy (zero: lowest compared OMol25 entry of this formula, charge and spin) ... 102.6 kcal per mole
Calculated total energy ... -11499.033 eV
Kohn-Sham gap ... 8.7 eV
Lowest unoccupied orbital energy ... 0.022 Eh



Entry 6:
# C8H14N2O5

The molecule C8H14N2O5 in a non-equilibrium geometry (ωB97M-V/def2-TZVPD, OMol25).

Structure (ORCA input):
```
! wB97M-V def2-TZVPD RIJCOSX def2/J DEFGRID3
* xyz 0 1
C 2.94115 -1.73006 0.40842
C 1.67708 -1.47313 -0.28557
N 1.87754 -0.62410 -1.47018
C 0.59998 -0.86333 0.58368
O 0.65499 -0.60191 1.79499
N -0.48488 -0.56103 -0.17156
C -1.66262 0.07877 0.36122
C -2.02039 1.44565 -0.26361
C -0.80823 2.27425 -0.69905
C 0.34157 2.21525 0.26787
O 1.48404 2.00699 -0.04164
O -0.05656 2.30749 1.55515
C -2.76162 -0.95801 0.11843
O -3.53224 -0.91947 -0.80531
O -2.69325 -1.96233 0.97983
H 3.80279 -2.08887 -0.22706
H 3.22871 -0.75187 0.79856
H 2.79490 -2.41676 1.27548
H 1.32170 -2.41796 -0.69487
H 2.49976 -0.98780 -2.19437
H 2.12268 0.36757 -1.28346
H -0.48058 -0.74633 -1.13351
H -1.55095 0.23128 1.41626
H -2.62109 1.35225 -1.13887
H -2.58145 2.03602 0.50241
H -0.37693 2.01529 -1.67276
H -1.04121 3.35112 -0.82626
H 0.66002 2.00381 2.11074
H -3.33491 -2.58278 0.73506
*
```

Values from the calculation:
SMILES ... C[C@H](N)C(=O)N[C@@H](CCC(=O)O)C(=O)O
E_HOMO ... -0.3391 hartree
Relative energy (zero: lowest compared OMol25 entry of this formula, charge and spin) ... 11.3 kcal per mole
Calculated total energy ... -21742.109 eV
Kohn-Sham gap ... 9.9 eV
Lowest unoccupied orbital energy ... 0.024 Eh



Entry 7:
# C8H14N2O6

The molecule C8H14N2O6 in a non-equilibrium geometry (ωB97M-V/def2-TZVPD, OMol25).

Structure (ORCA input):
```
! wB97M-V def2-TZVPD RIJCOSX def2/J DEFGRID3
* xyz 0 1
C -0.69465 0.52550 3.13997
C -1.83637 0.47253 1.95261
O -3.09983 1.00348 2.40965
C -1.49872 1.12659 0.66766
N -2.58057 0.93362 -0.28088
C -0.14827 0.59212 0.25162
O 0.93548 0.65063 0.90287
N -0.28018 -0.15030 -0.87987
C 0.84621 -0.80112 -1.44138
C 1.69590 0.10062 -2.27244
C 2.53517 -0.46555 -3.48606
O 2.56775 -0.09008 -4.62726
O 3.15081 -1.62550 -3.08605
C 1.64327 -1.47606 -0.39496
O 2.77028 -1.86141 -0.64081
O 0.89607 -1.79928 0.67280
H 0.17397 0.21542 2.67622
H -1.23141 0.07681 3.98230
H -0.65665 1.62220 3.51950
H -1.98731 -0.66217 1.72544
H -3.35386 0.60646 3.22923
H -1.37455 2.28125 0.71787
H -2.78723 1.84123 -0.95014
H -3.39523 0.96076 0.35629
H -1.29371 -0.31131 -1.12082
H 0.49911 -1.56838 -2.08413
H 2.61960 0.52288 -1.73713
H 1.10370 1.04370 -2.42352
H 3.33501 -1.45537 -2.09538
H 1.44620 -2.30929 1.31679
*
```

Values from the calculation:
SMILES ... C[C@@H](O)[C@H](N)C(=O)N[C@@H](CC(=O)O)C(=O)O
E_HOMO ... -0.3653 hartree
Relative energy (zero: lowest compared OMol25 entry of this formula, charge and spin) ... 65.0 kcal per mole
Calculated total energy ... -23787.263 eV
Kohn-Sham gap ... 10.3 eV
Lowest unoccupied orbital energy ... 0.014 Eh



Entry 8:
# C8H14N2O6

The molecule C8H14N2O6 in a non-equilibrium geometry (ωB97M-V/def2-TZVPD, OMol25).

Structure (ORCA input):
```
! wB97M-V def2-TZVPD RIJCOSX def2/J DEFGRID3
* xyz 0 1
C -2.89904 -0.99593 0.33957
C -2.35662 -1.83329 -0.78145
O -2.77866 -1.45020 -2.12346
C -0.81598 -1.93579 -0.75416
N -0.28308 -2.56952 0.38834
C -0.19497 -0.54807 -1.01054
O -0.85010 0.51084 -1.35982
N 1.11641 -0.51215 -0.76297
C 1.79158 0.58188 0.06230
C 1.73042 1.94136 -0.62434
C 2.52299 2.96945 0.28911
O 3.62351 2.70738 0.75890
O 1.93061 4.16814 0.46811
C 1.18416 0.54578 1.44608
O 1.48634 -0.34574 2.26192
O 0.23613 1.47946 1.55983
H -2.63064 -1.60853 1.32413
H -3.97437 -0.85756 0.15930
H -2.39630 -0.00533 0.58995
H -2.73335 -2.85231 -0.52400
H -2.23847 -0.64698 -2.36840
H -0.30838 -2.59744 -1.58507
H -0.14125 -1.81595 1.04574
H -0.86559 -3.27805 0.74342
H 1.49826 -1.46202 -0.60782
H 2.79477 0.17127 0.01050
H 2.28041 1.94468 -1.46655
H 0.62511 2.08518 -0.82976
H 2.67431 4.68004 0.83924
H -0.02819 1.52943 2.51192
*
```

Values from the calculation:
SMILES ... C[C@@H](O)[C@H](N)C(=O)N[C@@H](CC(=O)O)C(=O)O
E_HOMO ... -0.3538 hartree
Relative energy (zero: lowest compared OMol25 entry of this formula, charge and spin) ... 55.2 kcal per mole
Calculated total energy ... -23787.690 eV
Kohn-Sham gap ... 10.0 eV
Lowest unoccupied orbital energy ... 0.012 Eh



Entry 9:
# C8H14N2P

The ion C8H14N2P with charge +1 in a non-equilibrium geometry (ωB97M-V/def2-TZVPD, OMol25).

Structure (ORCA input):
```
! wB97M-V def2-TZVPD RIJCOSX def2/J DEFGRID3
* xyz 1 1
H -1.19844 1.24445 0.84589
N -0.62202 0.36282 0.86099
C -0.60261 -0.66127 1.62702
C -1.84291 -0.99288 2.51596
C -1.35300 -1.67945 3.76628
N 0.56358 -1.37303 1.62388
C 1.51152 -0.94285 0.68253
C 1.24026 0.04118 -0.24067
P 1.93436 1.24708 -1.35849
C 1.59367 0.35519 -2.99631
C 0.55477 1.30450 -2.65629
C 0.19783 2.51963 -3.54338
H -2.30068 -0.03404 2.55890
H -2.64564 -1.62261 1.98656
H -1.40831 -2.75103 3.51830
H -2.07869 -1.50541 4.55745
H -0.40261 -1.35745 4.13258
H 0.72305 -2.24307 2.12856
H 2.51224 -1.32435 0.57808
H 1.57130 -0.73946 -2.93336
H 2.16394 0.73543 -3.83212
H -0.45911 0.90687 -2.26868
H -0.62067 3.04162 -3.17821
H 0.00260 2.29618 -4.60553
H 0.96555 3.17195 -3.76993
*
```

Values from the calculation:
SMILES ... [H]/N=C(CC)/[NH+]=C\C#P1C[C@@H]1C
E_HOMO ... -0.4708 hartree
Relative energy (zero: lowest compared OMol25 entry of this formula, charge and spin) ... 47.3 kcal per mole
Calculated total energy ... -20781.889 eV
Kohn-Sham gap ... 8.4 eV
Lowest unoccupied orbital energy ... -0.163 Eh



Entry 10:
# C8H14N3

The ion C8H14N3 with charge +1 in a non-equilibrium geometry (ωB97M-V/def2-TZVPD, OMol25).

Structure (ORCA input):
```
! wB97M-V def2-TZVPD RIJCOSX def2/J DEFGRID3
* xyz 1 1
C -2.31528 2.17202 -0.04706
N -1.40990 1.27690 -0.07004
N -1.63956 -0.01437 -0.03987
C -2.96548 -0.50898 0.11951
C -0.57973 -0.88388 -0.14664
C -0.63795 -2.23549 -0.37540
N 0.70480 -0.19314 -0.07765
C 1.13595 0.73278 -0.89118
C 2.59992 1.10670 -0.50888
C 3.03748 -0.05158 0.45085
C 1.72121 -0.72523 0.90029
H -3.32099 1.94068 -0.08033
H -2.02964 3.14834 0.06001
H -2.94264 -1.51555 0.69800
H -3.35823 0.16154 0.74613
H -3.62459 -0.75300 -0.68272
H -1.54586 -2.80006 -0.44814
H 0.23094 -2.73564 -0.49892
H 0.56979 1.35330 -1.59448
H 2.84183 2.11001 -0.06626
H 3.20557 1.00282 -1.43581
H 3.63547 -0.80690 0.12476
H 3.61810 0.40662 1.18638
H 1.69863 -1.74934 0.81346
H 1.37014 -0.43858 1.86397
*
```

Values from the calculation:
SMILES ... C=NN(C)C(=C)[N+]1=CCCC1
E_HOMO ... -0.4398 hartree
Relative energy (zero: lowest compared OMol25 entry of this formula, charge and spin) ... 106.8 kcal per mole
Calculated total energy ... -12983.280 eV
Kohn-Sham gap ... 7.7 eV
Lowest unoccupied orbital energy ... -0.156 Eh



Entry 11:
# C8H14NO2

The ion C8H14NO2 with charge +1 in a non-equilibrium geometry (ωB97M-V/def2-TZVPD, OMol25).

Structure (ORCA input):
```
! wB97M-V def2-TZVPD RIJCOSX def2/J DEFGRID3
* xyz 1 1
C -0.55385 0.71827 1.53994
C 0.85532 0.52740 1.14514
C 1.31651 -0.09542 0.07282
C -1.66432 0.01090 1.10742
C -0.62478 -0.88304 -1.17921
C 1.82838 1.21631 2.14938
C 2.40772 -0.22704 -0.89294
C -1.15593 0.08613 -2.19511
N -1.54963 -1.03773 0.11094
O -2.97619 0.33365 1.36980
O -0.19835 -2.06250 -1.60140
H -0.65536 1.34787 2.33601
H 2.87110 1.03329 1.90358
H 1.66210 1.05348 3.20322
H 1.69816 2.30488 1.87418
H 2.39333 -1.33342 -1.07278
H 3.31936 0.04429 -0.44423
H 2.33226 0.31137 -1.80587
H -1.96126 -0.24242 -2.75610
H -0.24061 0.22084 -2.84324
H -1.46299 1.02962 -1.80447
H -1.33724 -2.03699 0.44149
H -2.61430 -1.00322 -0.00620
H -2.93660 1.29525 1.50566
H -0.75284 -2.61177 -2.15801
*
```

Values from the calculation:
E_HOMO (alpha / beta) ... -0.4498 / -0.4497 hartree
Relative energy (zero: lowest compared OMol25 entry of this formula, charge and spin) ... 109.5 kcal per mole
Calculated total energy ... -14096.487 eV
Kohn-Sham gap (alpha / beta) ... 8.8 / 8.8 eV
Lowest unoccupied orbital energy (alpha / beta) ... -0.125 / -0.125 Eh



Entry 12:
# C8H14NP

A cluster of 2 separate species, C8H14NP in total in a non-equilibrium geometry (ωB97M-V/def2-TZVPD, OMol25).

Structure (ORCA input):
```
! wB97M-V def2-TZVPD RIJCOSX def2/J DEFGRID3
* xyz 0 1
C 2.62759 -1.11709 -0.49096
C 3.21709 0.03771 -0.92117
C 1.87179 0.65195 0.84737
C 1.76751 -0.80659 0.70831
C 2.68930 1.16650 -0.22995
C -3.24981 1.03931 -0.29320
C -1.26914 -0.03895 1.54844
C -1.50773 -1.21594 -1.02649
N 0.93238 -1.56560 1.18121
P -1.41838 0.47232 -0.18207
H 2.93532 -2.14281 -0.80899
H 3.84066 0.19229 -1.72601
H 0.98010 1.24037 1.23501
H 3.45411 1.84219 0.33713
H 2.16534 1.83007 -0.98620
H -3.78857 0.51957 0.45785
H -3.59211 2.10987 -0.12432
H -3.62568 0.82368 -1.28839
H -2.19840 -0.53589 1.76293
H -0.52466 -0.72586 1.49175
H -1.03106 0.75996 2.18344
H -1.72510 -1.16148 -2.12430
H -0.42335 -1.43124 -1.21257
H -2.12718 -1.94434 -0.33883
*
```

Values from the calculation:
E_HOMO (alpha / beta) ... -0.2840 / -0.2847 hartree
Relative energy (zero: lowest compared OMol25 entry of this formula, charge and spin) ... 118.6 kcal per mole
Calculated total energy ... -19295.328 eV
Kohn-Sham gap (alpha / beta) ... 6.2 / 6.2 eV
Lowest unoccupied orbital energy (alpha / beta) ... -0.057 / -0.057 Eh



Q: Which of these has the highest calculated total energy?
A: C8H14N